Here is a molecular structure, C32H33BrCl4CrGe2IO4Se2 at a distorted geometry from the Open Molecules 2025 dataset. Energies are from wB97M-V/def2-TZVPD.

Atoms and positions in Å:
1 Cr -0.023 0.758 1.027
2 Cl -2.426 -1.056 7.008
3 C -2.305 -0.970 5.260
4 C -3.404 -0.748 4.476
5 Cl -4.901 -0.063 5.011
6 C -3.042 -1.057 3.109
7 Cl -2.738 -2.320 2.293
8 C -2.073 0.105 2.748
9 O -2.022 0.679 1.564
10 C -0.834 -0.442 3.362
11 O 0.255 -0.395 2.664
12 C -1.002 -1.049 4.621
13 Cl 0.373 -1.720 5.442
14 O 1.830 4.409 -2.287
15 C 2.644 3.327 -2.726
16 C 2.421 2.026 -1.940
17 C 3.363 0.954 -2.494
18 O 3.199 0.706 -3.891
19 C 2.796 2.286 -0.479
20 Se 2.415 0.872 0.864
21 C 0.968 1.550 -2.154
22 Se -0.400 2.229 -0.898
23 H 0.953 4.051 -2.073
24 H 3.683 3.653 -2.615
25 H 2.469 3.122 -3.788
26 H 3.221 0.039 -1.910
27 H 4.400 1.280 -2.376
28 H 2.297 0.396 -4.026
29 H 2.280 3.172 -0.120
30 H 3.874 2.452 -0.417
31 H 0.932 0.464 -2.062
32 H 0.604 1.829 -3.145
33 C 2.648 -3.228 -1.278
34 Ge 0.942 -2.720 -2.140
35 C -0.177 -4.326 -2.381
36 C 1.508 -2.171 -3.964
37 Ge -0.262 -1.290 -0.548
38 C -0.514 -2.792 0.778
39 C -1.598 -2.330 1.426
40 C -2.576 -3.531 3.102
41 C -1.934 -4.642 3.482
42 C -0.747 -4.812 2.593
43 C -0.150 -4.054 1.445
44 C -2.023 -1.237 -1.610
45 C -1.791 -0.977 -2.968
46 C -2.808 -0.875 -3.906
47 C -4.127 -1.016 -3.506
48 C -4.394 -1.253 -2.168
49 C -3.363 -1.350 -1.240
50 H 3.409 -3.480 -2.020
51 H 2.518 -4.078 -0.606
52 H 3.005 -2.384 -0.684
53 H 0.405 -5.158 -2.786
54 H -1.007 -4.108 -3.055
55 H -0.594 -4.619 -1.417
56 H 2.512 -1.748 -3.926
57 H 0.836 -1.459 -4.444
58 H 1.544 -3.068 -4.587
59 H -3.343 -1.783 1.251
60 H -3.921 -2.838 2.006
61 H -2.163 -5.291 4.313
62 H -0.140 -5.689 2.816
63 H 0.752 -4.539 1.084
64 H -0.769 -0.845 -3.302
65 H -2.568 -0.682 -4.946
66 H -4.934 -0.937 -4.226
67 H -5.420 -1.361 -1.835
68 H -3.646 -1.528 -0.218
69 Br 1.293 4.907 5.540
70 C 1.270 5.359 3.697
71 C 1.825 6.576 3.328
72 C 1.866 6.936 1.990
73 C 1.346 6.084 1.028
74 C 0.760 4.886 1.407
75 C 0.737 4.500 2.740
76 I -0.261 2.726 3.256
77 H 2.228 7.225 4.094
78 H 2.305 7.884 1.704
79 H 1.395 6.336 -0.023
80 H 0.322 4.240 0.654

Atomic forces in eV per Å
-0.2 -1.0 0.2
0.1 0.3 0.0
-0.4 0.2 0.0
2.0 -2.1 0.8
-0.3 -0.3 0.0
-2.3 7.0 0.7
-6.1 0.3 -1.1
0.0 -2.9 -1.2
0.7 -0.2 0.7
0.2 0.4 1.1
0.1 0.6 -0.2
0.3 0.7 -0.2
0.0 -0.1 0.0
0.0 0.0 -0.1
0.0 -0.1 0.0
0.0 0.1 0.0
0.0 0.1 0.0
0.0 0.0 0.0
-0.2 -0.4 0.3
0.4 0.1 -0.4
0.0 0.1 0.4
-0.2 0.3 -0.6
0.0 0.0 0.1
0.0 0.0 0.0
0.0 0.1 0.0
0.0 0.0 0.0
0.0 0.0 0.0
0.0 0.0 0.0
0.1 0.1 -0.1
0.0 0.1 0.0
0.0 0.0 -0.1
0.1 -0.1 -0.1
-0.1 0.0 0.1
0.4 0.1 0.0
-0.1 0.0 0.0
-0.1 0.0 0.1
-0.2 0.0 -0.1
-0.3 -2.6 1.8
4.4 1.5 -3.1
-0.3 -4.0 6.7
3.0 0.9 -3.7
0.4 0.3 -0.8
-0.9 -0.5 0.7
0.5 0.0 -0.3
0.0 0.0 0.1
0.1 0.1 0.0
0.0 0.0 -0.1
0.0 0.0 0.0
0.0 -0.1 -0.2
0.0 0.0 0.0
0.0 0.0 0.0
0.0 0.0 0.0
0.0 0.0 0.0
0.0 0.0 0.0
0.0 0.0 0.0
0.0 0.0 0.0
0.0 0.0 0.0
0.0 0.0 0.0
0.4 2.0 -2.2
-1.8 -1.4 0.4
0.0 -0.1 -0.1
0.1 0.1 0.0
0.1 0.0 0.1
0.0 0.0 -0.1
0.0 0.0 0.0
0.0 0.0 0.0
0.0 0.0 0.0
0.0 0.1 0.1
0.0 0.1 0.0
0.1 -0.1 -0.1
0.0 0.0 0.0
0.0 0.0 0.0
0.0 0.0 0.0
0.1 0.0 -0.1
-0.3 0.0 0.3
0.2 0.6 0.1
0.0 0.0 0.0
0.0 0.0 0.0
0.0 0.0 0.0
0.1 -0.1 0.0

Properties
- orbital gap (spin up / spin down) (eV) = 5.05 / 5.27
- energy above the lowest of the compared OMol25 structures with the same formula, charge and spin (eV) = 26.529
- total charge = -2
- ⟨S²⟩ = 8.95
- HOMO (spin up / spin down) (eV) = -1.2 / -1.4
- E_tot (eV) = -442266.0067
- maximum force (eV/A) = 7.9
- multiplicity = 6


Here is C23H18N2O6 in the gas phase at a distorted geometry from the Open Molecules 2025 dataset. Energies are from wB97M-V/def2-TZVPD.

Atoms and positions in Å:
1 C 4.338 4.794 0.994
2 O 5.012 3.895 0.141
3 C 4.358 2.807 -0.310
4 C 5.096 1.961 -1.159
5 C 4.533 0.826 -1.677
6 C 3.208 0.483 -1.374
7 C 2.545 -0.677 -1.863
8 C 1.254 -0.953 -1.536
9 C 0.670 -2.220 -2.092
10 O 1.351 -2.969 -2.769
11 N -0.625 -2.434 -1.809
12 C -1.300 -3.663 -2.171
13 C -1.534 -4.518 -0.969
14 C -0.777 -5.494 -0.391
15 C -1.481 -5.911 0.764
16 C -2.610 -5.154 0.805
17 O -2.651 -4.307 -0.237
18 C 0.540 -0.041 -0.669
19 N -0.660 -0.254 -0.287
20 C -1.438 0.593 0.473
21 C -2.243 0.014 1.461
22 C -3.096 0.791 2.211
23 C -3.180 2.164 1.978
24 C -4.074 3.034 2.759
25 O -4.176 4.229 2.613
26 O -4.794 2.376 3.687
27 C -2.401 2.738 0.973
28 C -1.539 1.967 0.229
29 O 1.197 1.064 -0.199
30 C 2.479 1.332 -0.526
31 C 3.044 2.486 0.005
32 H 3.463 5.231 0.503
33 H 4.029 4.306 1.924
34 H 5.056 5.580 1.219
35 H 6.113 2.238 -1.384
36 H 5.101 0.179 -2.328
37 H 3.069 -1.365 -2.511
38 H -1.076 -1.779 -1.172
39 H -2.257 -3.420 -2.642
40 H -0.653 -4.187 -2.879
41 H 0.161 -5.866 -0.749
42 H -1.186 -6.668 1.462
43 H -3.432 -5.126 1.493
44 H -2.169 -1.049 1.632
45 H -3.706 0.346 2.981
46 H -5.358 3.006 4.161
47 H -2.487 3.800 0.798
48 H -0.946 2.412 -0.556
49 H 2.435 3.098 0.650

Atomic forces in eV per Å
-0.1 0.2 0.2
0.1 -0.2 -0.2
-0.1 -0.3 -0.2
0.1 0.2 0.1
-0.2 0.1 0.2
-0.3 0.4 0.4
-0.7 -0.2 0.1
1.0 0.1 -0.3
-0.4 0.1 0.1
0.3 -0.2 -0.2
-0.3 0.0 -0.1
0.0 0.0 0.1
0.8 -0.5 -0.3
-0.3 0.4 -0.4
-0.5 0.3 0.2
0.4 -0.6 0.5
-0.2 0.4 -0.3
-0.5 0.0 0.4
0.6 -0.2 -0.4
-0.4 0.4 0.4
0.2 0.1 -0.1
-0.1 0.3 0.1
0.2 -0.3 -0.2
-0.3 0.6 0.1
0.0 -0.1 0.0
-0.1 -0.4 0.2
-0.2 0.0 0.3
0.1 -0.2 0.0
-0.2 -0.1 0.0
1.0 -0.1 -0.5
-0.1 0.1 0.1
0.0 0.0 0.0
0.0 0.0 0.0
-0.1 0.0 0.0
0.1 0.0 0.0
0.1 -0.1 -0.1
0.0 -0.1 -0.1
0.1 0.0 -0.1
0.1 -0.1 0.0
-0.2 0.0 0.1
0.2 0.0 -0.1
0.0 -0.1 0.2
-0.2 0.1 0.0
0.0 -0.1 0.0
0.0 0.0 0.0
0.2 0.1 -0.2
0.0 0.1 0.0
0.0 0.0 0.0
0.0 0.1 0.1

Properties
- SMILES string = COc1ccc2cc(C(=O)NCc3ccco3)/c(=N/c3ccc(C(=O)O)cc3)oc2c1
- orbital gap (eV) = 7.73
- energy above the lowest of the compared OMol25 structures with the same formula, charge and spin (eV) = 0.000
- HOMO (eV) = -8.2
- E_tot (eV) = -39408.5510
- maximum force (eV/A) = 1.1
- multiplicity = 1


Here is a molecular structure, C41H42N6O5S3SiSnTe from the Open Molecules 2025 dataset. Energies are from wB97M-V/def2-TZVPD.

Atoms and positions in Å:
1 Sn -0.196 -0.556 0.390
2 C -1.468 6.028 -4.565
3 C -1.704 4.926 -3.568
4 C -0.763 3.916 -3.381
5 C -0.964 2.924 -2.438
6 C -2.117 2.943 -1.664
7 C -3.072 3.933 -1.837
8 C -2.861 4.917 -2.790
9 S -2.361 1.648 -0.485
10 O -1.363 1.850 0.560
11 O -3.739 1.679 -0.060
12 N -1.900 0.287 -1.166
13 C -2.751 -0.416 -2.022
14 C -3.823 0.122 -2.711
15 C -4.596 -0.662 -3.586
16 C -4.305 -1.977 -3.810
17 C -3.220 -2.571 -3.128
18 C -2.837 -3.917 -3.316
19 C -1.796 -4.433 -2.599
20 C -1.142 -3.603 -1.668
21 N -1.451 -2.346 -1.484
22 C -2.458 -1.804 -2.213
23 H -0.810 5.699 -5.370
24 H -0.995 6.877 -4.064
25 H -2.405 6.373 -5.000
26 H 0.136 3.905 -3.988
27 H -0.247 2.124 -2.293
28 H -3.968 3.910 -1.228
29 H -3.607 5.690 -2.937
30 H -4.071 1.164 -2.570
31 H -5.429 -0.200 -4.103
32 H -4.885 -2.574 -4.504
33 H -3.372 -4.524 -4.037
34 H -1.468 -5.454 -2.737
35 H -0.333 -3.994 -1.062
36 S 1.258 -2.116 3.050
37 C 2.922 -1.744 2.725
38 N 3.244 -0.443 2.581
39 C 4.489 -0.053 2.229
40 C 5.480 -0.977 2.168
41 C 5.116 -2.302 2.450
42 N 3.880 -2.676 2.701
43 H 2.486 0.224 2.431
44 H 4.614 0.997 2.012
45 H 6.489 -0.707 1.896
46 H 5.859 -3.093 2.466
47 N -3.612 2.687 5.077
48 C -2.922 1.786 4.303
49 C -1.535 1.642 4.434
50 C -0.890 0.690 3.676
51 N -1.509 -0.128 2.825
52 C -2.827 0.018 2.699
53 C -3.571 0.937 3.407
54 H -3.086 3.427 5.506
55 H -4.546 2.928 4.800
56 H -0.982 2.282 5.110
57 H 0.185 0.567 3.753
58 H -3.318 -0.620 1.971
59 H -4.639 1.016 3.244
60 O 2.627 7.184 -2.472
61 C 1.541 6.738 -1.797
62 O 0.615 7.478 -1.611
63 C 1.594 5.329 -1.315
64 C 0.863 4.986 -0.183
65 C 0.930 3.711 0.351
66 C 1.680 2.722 -0.288
67 S 1.848 1.066 0.313
68 C 2.374 3.053 -1.456
69 C 2.353 4.346 -1.949
70 H 3.323 6.519 -2.473
71 H 0.247 5.746 0.283
72 H 0.375 3.460 1.241
73 H 2.933 2.278 -1.965
74 H 2.901 4.566 -2.861
75 C 2.774 -4.230 -1.577
76 Si 2.507 -2.383 -1.278
77 C 4.218 -1.578 -1.377
78 C 1.478 -1.595 -2.668
79 O 1.793 -2.191 0.173
80 H 3.236 -4.439 -2.547
81 H 1.825 -4.775 -1.531
82 H 3.421 -4.640 -0.796
83 H 4.543 -1.509 -2.421
84 H 4.975 -2.155 -0.836
85 H 4.189 -0.566 -0.963
86 H 2.104 -0.992 -3.332
87 H 0.725 -0.935 -2.238
88 H 0.951 -2.332 -3.279
89 Te 0.984 -4.066 1.688
90 C 0.605 -5.236 3.466
91 C 1.479 -5.135 4.548
92 C 1.247 -5.844 5.718
93 C 0.142 -6.680 5.814
94 C -0.705 -6.826 4.726
95 C -0.475 -6.107 3.559
96 H 2.352 -4.498 4.471
97 H 1.936 -5.754 6.549
98 H -0.056 -7.217 6.734
99 H -1.550 -7.500 4.784
100 H -1.148 -6.226 2.717

Atomic forces in eV per Å
-0.5 -0.6 -0.2
0.0 0.0 0.1
-0.1 0.0 0.0
0.0 0.0 0.0
-0.1 -0.1 0.1
-0.1 -0.1 -0.2
0.0 -0.1 0.1
0.1 0.0 0.0
0.1 -0.1 0.2
0.1 0.0 0.1
-0.1 0.1 -0.2
-0.2 -0.1 0.1
0.0 0.2 -0.1
0.2 0.0 0.2
0.0 0.0 -0.1
0.0 0.0 -0.1
0.1 0.1 0.1
0.0 0.0 0.0
0.0 -0.1 -0.1
0.0 0.0 0.0
0.2 0.0 0.0
-0.2 0.0 -0.1
0.0 0.0 0.0
0.0 0.0 0.0
0.0 0.0 0.0
0.0 0.0 0.0
0.0 0.1 -0.1
0.0 0.0 -0.1
0.0 0.0 0.0
-0.1 0.0 0.0
0.0 0.0 0.0
0.0 0.0 0.0
0.0 0.0 0.0
0.0 0.0 0.0
0.0 0.0 0.0
0.0 0.2 0.2
0.4 -0.2 0.2
0.1 -0.3 -0.4
-0.2 0.2 0.2
0.2 -0.2 0.0
-0.1 0.1 -0.1
-0.2 0.0 0.1
-0.1 0.2 -0.1
-0.1 0.0 0.0
0.0 0.0 0.0
0.0 0.1 0.0
0.0 -0.1 0.0
0.1 -0.1 0.1
0.0 0.1 0.0
-0.2 -0.1 0.0
0.0 0.0 0.2
0.0 0.0 0.0
-0.1 0.0 0.0
0.0 0.1 0.0
0.0 0.0 0.0
0.0 0.0 0.0
0.0 0.0 0.0
0.0 0.0 0.0
0.0 0.0 0.0
0.0 0.1 -0.1
-0.1 -0.1 0.0
0.0 0.0 0.0
0.1 -0.1 0.0
0.0 0.1 0.1
0.0 -0.1 -0.1
0.1 0.0 0.0
0.4 0.3 -0.1
0.0 0.0 0.1
0.0 0.0 0.0
0.0 -0.1 0.1
0.0 0.0 0.0
0.0 0.0 0.0
0.0 0.0 0.0
0.0 0.0 0.0
-0.1 0.1 -0.1
0.0 0.0 0.1
0.0 0.0 0.1
0.2 -0.2 0.1
-0.1 0.4 -0.3
0.0 0.0 0.0
0.1 0.0 -0.1
0.0 0.0 0.0
0.0 0.0 0.1
0.0 0.0 0.0
0.0 0.0 0.0
0.0 0.0 0.0
-0.1 0.1 -0.1
0.0 0.0 0.0
0.0 -0.4 0.2
0.2 0.2 0.1
0.0 -0.1 0.0
0.0 0.0 -0.1
0.0 0.0 0.0
0.0 -0.1 0.0
0.0 0.1 -0.2
0.0 0.0 0.0
0.0 0.0 0.0
0.0 0.0 0.0
0.0 0.0 0.0
-0.1 0.0 0.1

Properties
- orbital gap (eV) = 5.93
- energy above the lowest of the compared OMol25 structures with the same formula, charge and spin (eV) = 0.764
- HOMO (eV) = -7.1
- E_tot (eV) = -115888.0362
- maximum force (eV/A) = 0.8
- multiplicity = 1


Here is 2 unconnected molecules or ions with the total composition C2H6IN4 at a distorted geometry from the Open Molecules 2025 dataset. Energies are from wB97M-V/def2-TZVPD.

Atoms and positions in Å:
1 C 1.156 0.952 0.720
2 C -0.723 -2.099 -0.279
3 N 1.785 -0.016 0.793
4 N 0.215 1.819 0.794
5 N -0.557 -1.085 -0.944
6 N -0.996 1.623 0.026
7 I 0.555 -0.937 -2.656
8 H -0.475 -3.103 -0.411
9 H -1.196 -1.836 0.767
10 H 2.410 -0.803 0.614
11 H 0.004 2.390 1.664
12 H -1.055 0.704 -0.504
13 H -1.123 2.391 -0.582

Atomic forces in eV per Å
-0.5 -0.8 0.9
-1.7 0.2 4.1
0.5 -0.2 -0.5
-1.5 1.0 0.3
0.5 2.5 -1.5
-0.1 -1.4 0.4
-0.1 -0.4 -0.2
0.7 -1.6 -0.7
0.5 -0.9 -1.8
-0.1 0.8 0.1
1.0 -1.1 -1.3
0.7 0.8 1.0
0.2 1.0 -0.8

Properties
- orbital gap (eV) = 8.85
- energy above the lowest of the compared OMol25 structures with the same formula, charge and spin (eV) = 1.381
- total charge = +1
- HOMO (eV) = -13.1
- E_tot (eV) = -16221.3676
- maximum force (eV/A) = 4.5
- multiplicity = 1